1.
C33H39FN4P2V | the ωB97M-V functional and the def2-TZVPD basis

Geometry (Å):
V (-0.9501, 0.3558, -2.7454)
C (0.1040, -2.7839, -1.0254)
C (-0.3183, -2.3042, -2.2398)
C (-1.7158, -2.5570, -2.7109)
C (-2.7266, -1.3991, -2.6626)
C (-3.0043, -0.7197, -1.3249)
C (-2.6624, -1.2052, -0.1020)
C (-2.2900, -2.6184, 0.1488)
C (-0.7691, -3.0452, 0.1300)
C (-1.4286, 1.5715, -1.0045)
H (1.1775, -2.7161, -0.8266)
H (0.4019, -1.9653, -3.0230)
H (-2.1940, -3.4133, -2.2205)
H (-1.6673, -2.8525, -3.7856)
H (-2.4902, -0.6056, -3.4503)
H (-3.6771, -1.8898, -2.9455)
H (-3.6544, 0.1737, -1.4372)
H (-2.4099, -0.4808, 0.6772)
H (-2.8535, -3.3385, -0.4575)
H (-2.5822, -2.8598, 1.1721)
H (-0.2327, -2.6211, 0.9981)
H (-0.7451, -4.1484, 0.2890)
H (-1.1015, 1.6169, 0.0456)
H (-2.4469, 2.0194, -1.0458)
H (-0.7494, 2.2712, -1.5571)
P (-5.1067, -1.0482, -4.5822)
P (-2.0273, -3.1547, -5.9111)
N (-6.5771, -1.6178, -3.6881)
N (-6.1446, -0.2532, -5.7669)
N (-2.4579, -4.8277, -5.5608)
N (-1.3537, -3.5943, -7.4997)
C (-4.8681, -2.6427, -5.4359)
C (-3.7143, -2.5714, -6.5023)
C (-6.8655, -1.1514, -2.3962)
C (-8.0951, -1.6839, -2.0134)
C (-8.5736, -2.5002, -3.0909)
C (-7.6162, -2.4353, -4.1011)
C (-5.9769, 1.1209, -6.0282)
C (-6.8470, 1.4798, -7.0407)
C (-7.5581, 0.2879, -7.4478)
C (-7.0964, -0.7520, -6.6511)
C (-2.0977, -5.4408, -4.3472)
C (-2.7636, -6.6490, -4.2523)
C (-3.6431, -6.7521, -5.3950)
C (-3.4292, -5.6350, -6.1717)
C (-1.3934, -4.7303, -8.3159)
C (-0.8672, -4.4113, -9.5661)
C (-0.5299, -3.0115, -9.5361)
C (-0.8408, -2.5313, -8.2764)
H (-5.8013, -2.8665, -5.9857)
H (-4.6876, -3.4360, -4.6836)
H (-4.0062, -3.2250, -7.3733)
H (-3.5605, -1.5303, -6.8895)
H (-6.1837, -0.4858, -1.8865)
H (-8.5907, -1.5387, -1.0613)
H (-9.4768, -3.0903, -3.1247)
H (-7.6187, -2.8856, -5.0777)
H (-5.2251, 1.6777, -5.4859)
H (-6.9639, 2.4697, -7.4675)
H (-8.2886, 0.1996, -8.2452)
H (-7.3477, -1.8018, -6.6984)
H (-1.4477, -4.9292, -3.6540)
H (-2.6702, -7.3733, -3.4440)
H (-4.3724, -7.5257, -5.5900)
H (-3.8859, -5.3221, -7.1006)
H (-1.7723, -5.6802, -7.9477)
H (-0.7597, -5.0948, -10.3965)
H (-0.1213, -2.4262, -10.3572)
H (-0.7410, -1.5497, -7.8358)
F (4.2356, 0.6535, 1.6941)
C (3.1025, 0.5571, 0.9088)
C (1.9016, 0.1380, 1.4675)
C (0.7391, 0.0276, 0.6390)
C (0.7409, 0.3455, -0.7267)
C (1.9785, 0.7026, -1.2337)
C (3.1481, 0.8189, -0.4437)
H (1.8758, -0.1095, 2.5243)
H (-0.1564, -0.2908, 1.1605)
H (2.0829, 0.9266, -2.2918)
H (4.1033, 1.1065, -0.8808)

expectation value of S²	3.98
multiplicity	4
relative energy (zero: lowest compared OMol25 entry of this formula, charge and spin)	126.7	kcal/mol
E_LUMO (alpha / beta)	-1.0 / -1.1	eV


2.
C4H4HgO | the ωB97M-V functional and the def2-TZVPD basis

Geometry (Å):
O (0.7850, -0.6111, 0.0142)
C (-0.3780, -0.0561, 0.1489)
C (-1.5652, -0.7320, 0.2076)
C (-2.5598, -0.4052, 1.1718)
C (-3.1544, -0.3802, 2.2411)
H (-0.3899, 1.0045, 0.4544)
H (-1.5863, -1.7449, -0.2068)
H (1.1393, -3.0428, 1.7164)
Hg (1.8088, -2.0095, 0.4952)
H (-3.9424, -0.2948, 2.9685)

relative energy (zero: lowest compared OMol25 entry of this formula, charge and spin)	0.0	kcal/mol
E_LUMO	-1.4	eV


3.
C37H50B2BrF4MnN9O3 | the ωB97M-V functional and the def2-TZVPD basis

Geometry (Å):
Mn (0.5372, -0.2800, -0.0627)
C (-1.9138, 1.7039, -4.4737)
C (-1.0383, 0.9809, -3.4534)
C (-0.0325, 0.0640, -4.1550)
C (-0.3477, 1.9544, -2.5424)
C (0.0655, 3.2710, -2.8088)
C (0.6406, 3.7206, -1.6352)
C (1.3856, 4.9915, -1.3601)
C (2.8769, 4.7563, -1.6268)
C (0.8495, 6.1541, -2.1888)
N (0.5589, 2.7183, -0.7380)
N (-0.0368, 1.6395, -1.2914)
B (0.8353, 2.6850, 0.7704)
N (2.0886, 1.8507, 1.1281)
N (2.0363, 0.4953, 1.0675)
C (3.1858, 0.0119, 1.5601)
C (3.9855, 1.0871, 1.9414)
C (3.2663, 2.2304, 1.6418)
C (3.6934, 3.6537, 1.8519)
C (5.0754, 3.8846, 1.2368)
C (3.7047, 3.9946, 3.3445)
C (3.5115, -1.4464, 1.7049)
C (4.2573, -1.9920, 0.4831)
C (4.3285, -1.6814, 2.9744)
N (-0.3839, 2.0350, 1.4786)
N (-0.7228, 0.7179, 1.3016)
C (-1.8305, 0.4904, 2.0174)
C (-2.2108, 1.6813, 2.6424)
C (-1.2852, 2.6335, 2.2781)
C (-1.3440, 4.0864, 2.6711)
C (-0.1841, 4.5580, 3.5517)
C (-1.5766, 5.0096, 1.4708)
C (-2.6053, -0.7864, 2.2300)
C (-2.0238, -1.5872, 3.4009)
C (-2.8346, -1.6598, 1.0025)
H (-2.4678, 0.9763, -5.0686)
H (-1.3071, 2.3038, -5.1575)
H (-2.6314, 2.3654, -3.9854)
H (-1.6757, 0.3557, -2.8278)
H (0.6703, 0.6466, -4.7570)
H (-0.5549, -0.6339, -4.8138)
H (0.5341, -0.5157, -3.4266)
H (-0.0465, 3.8177, -3.7295)
H (1.2643, 5.2384, -0.3019)
H (3.0409, 4.5980, -2.6950)
H (3.2225, 3.8599, -1.1114)
H (3.4748, 5.6130, -1.3052)
H (0.9620, 5.9527, -3.2560)
H (1.4023, 7.0679, -1.9624)
H (-0.2082, 6.3295, -1.9868)
H (0.9879, 3.7895, 1.1761)
H (4.9647, 1.0354, 2.3853)
H (2.9774, 4.3059, 1.3508)
H (5.8298, 3.2955, 1.7625)
H (5.3543, 4.9376, 1.3129)
H (5.0947, 3.5921, 0.1876)
H (4.4207, 3.3606, 3.8713)
H (2.7248, 3.8360, 3.7950)
H (3.9933, 5.0369, 3.4973)
H (2.5783, -1.9904, 1.8012)
H (5.1531, -1.3991, 0.2782)
H (3.6157, -1.9951, -0.3935)
H (4.5531, -3.0253, 0.6696)
H (5.3206, -1.2285, 2.8964)
H (4.4612, -2.7526, 3.1280)
H (3.8286, -1.2691, 3.8521)
H (-3.0692, 1.8227, 3.2783)
H (-2.2432, 4.1423, 3.2916)
H (0.7439, 4.6413, 2.9900)
H (-0.0216, 3.8668, 4.3804)
H (-0.4165, 5.5410, 3.9673)
H (-0.7222, 5.0095, 0.7951)
H (-1.7438, 6.0339, 1.8114)
H (-2.4507, 4.6878, 0.9031)
H (-3.5874, -0.4217, 2.5498)
H (-1.0085, -1.9158, 3.1918)
H (-2.6347, -2.4739, 3.5792)
H (-2.0107, -0.9865, 4.3132)
H (-1.9429, -2.2218, 0.7476)
H (-3.1412, -1.0695, 0.1385)
H (-3.6205, -2.3841, 1.2257)
Br (3.4051, -4.5032, -4.7869)
C (3.7871, -2.6846, -4.4085)
C (4.7162, -2.0107, -5.1839)
C (4.9880, -0.6780, -4.9042)
C (4.3368, -0.0361, -3.8630)
C (3.4060, -0.7259, -3.0971)
C (3.1241, -2.0606, -3.3662)
C (2.7057, 0.0011, -1.9758)
O (2.9929, 1.1461, -1.6879)
O (1.7834, -0.7351, -1.4162)
H (5.2172, -2.5219, -5.9945)
H (5.7120, -0.1434, -5.5060)
H (4.5324, 1.0007, -3.6247)
H (2.3987, -2.5940, -2.7662)
O (-0.8110, -1.1264, -1.1657)
N (-0.4273, -2.3196, -1.5260)
C (-1.2629, -2.9397, -2.2934)
C (-0.9275, -4.2513, -2.7666)
N (-0.6733, -5.2847, -3.1991)
C (-2.5033, -2.3457, -2.7235)
N (-3.4856, -1.8607, -3.0712)
F (0.4018, -1.9610, 1.3360)
B (0.5452, -3.4490, 1.4304)
F (0.9171, -3.6944, 2.7473)
F (1.5370, -3.8172, 0.5392)
F (-0.6844, -3.9998, 1.1255)

expectation value of S²	6.06
multiplicity	5
relative energy (zero: lowest compared OMol25 entry of this formula, charge and spin)	0.0	kcal/mol
E_LUMO (alpha / beta)	1.3 / 2.1	eV
charge	-1


4.
C36H35Cl52FN5O6PS3 | the ωB97M-V functional and the def2-TZVPD basis

Geometry (Å):
C (2.6934, 1.8283, 5.8331)
C (2.2664, 0.5210, 5.6104)
C (0.8391, 0.0081, 5.2406)
S (-0.1875, 0.7675, 6.6074)
N (0.8182, -1.4600, 5.4554)
C (-0.0149, -1.9964, 6.5577)
O (0.5775, -2.2277, 7.6216)
O (-1.2195, -2.2757, 6.3814)
C (0.8561, -2.1978, 4.3522)
N (0.2827, -3.3735, 4.1888)
P (0.3659, -4.4620, 2.7818)
O (-0.4085, -3.8231, 1.4718)
O (1.9120, -4.9846, 2.4998)
N (1.6656, -1.6896, 3.2845)
C (3.0637, -1.9386, 3.6748)
C (3.9442, -2.6936, 2.6013)
C (1.2459, -0.3511, 2.7976)
C (0.6215, -0.7017, 1.3800)
C (0.3758, 0.4775, 0.3904)
C (1.2394, 0.3975, -0.9090)
S (0.4286, 1.3379, -2.2649)
C (1.4110, 2.8276, -2.4735)
S (3.0334, 2.8232, -2.4797)
N (0.6926, 4.0408, -2.6402)
C (0.0524, 4.5385, -3.7521)
C (-0.4788, 5.7741, -3.4304)
N (-0.1657, 6.0067, -2.0952)
C (0.5013, 4.9816, -1.6693)
C (2.4335, 0.5720, 2.4068)
O (3.2347, -0.0375, 1.3505)
C (4.2338, 0.7790, 0.9361)
C (4.9165, 0.3553, -0.3713)
O (4.5922, 1.7866, 1.4977)
C (0.3147, 0.3948, 3.7793)
F (0.5068, 1.7931, 3.7384)
C (-1.2134, 0.1863, 3.8450)
C (-2.1658, -0.0336, 2.6470)
C (-2.5978, -1.5465, 2.6385)
C (-3.4128, -1.9512, 1.3795)
H (2.9735, 2.4701, 4.9793)
H (2.7659, 2.2376, 6.8468)
H (3.0201, -0.2655, 5.7969)
H (-0.4175, 2.0019, 6.0812)
H (-0.2782, -3.7512, 4.9601)
H (0.2339, -3.3752, 0.8833)
H (2.1900, -5.4000, 3.3344)
H (3.0427, -2.6497, 4.5307)
H (3.6802, -1.1025, 4.0343)
H (4.8741, -2.1538, 2.3865)
H (4.0972, -3.7433, 2.8832)
H (3.3282, -2.7243, 1.6843)
H (1.3428, -1.3884, 0.8940)
H (-0.2978, -1.2990, 1.4521)
H (0.3926, 1.4880, 0.8306)
H (-0.6616, 0.3698, 0.0163)
H (1.3914, -0.6510, -1.1807)
H (2.1967, 0.9115, -0.7566)
H (0.0198, 4.0156, -4.7071)
H (-1.0299, 6.4153, -4.1191)
H (0.8241, 4.9851, -0.6282)
H (3.1435, 0.7437, 3.2275)
H (2.1291, 1.5549, 2.0361)
H (4.1896, 0.2786, -1.1967)
H (5.4031, -0.6299, -0.2681)
H (5.6795, 1.0828, -0.6667)
H (-1.4284, -0.6357, 4.5595)
H (-1.6221, 1.0765, 4.3485)
H (-1.8609, 0.3253, 1.6559)
H (-3.1265, 0.4824, 2.8427)
H (-3.2096, -1.7360, 3.5376)
H (-1.6756, -2.1315, 2.7628)
H (-2.7982, -2.6610, 0.7955)
H (-4.2741, -2.5517, 1.7237)
H (-3.7686, -1.1066, 0.7828)
C (2.9130, -2.6356, -3.4876)
Cl (4.6163, -3.0705, -3.3013)
Cl (2.0502, -3.0112, -1.9828)
Cl (2.7846, -0.9059, -3.8578)
Cl (2.2053, -3.5719, -4.8078)
C (-0.3508, -7.6598, -0.0270)
Cl (-2.1231, -7.7027, -0.1150)
Cl (0.1483, -6.2698, 0.9636)
Cl (0.2420, -9.1561, 0.7095)
Cl (0.3256, -7.4914, -1.6560)
C (2.3102, 3.7945, 9.8942)
Cl (3.7811, 3.7121, 8.9156)
Cl (1.9523, 5.4865, 10.2709)
Cl (0.9501, 3.0892, 9.0020)
Cl (2.5542, 2.8952, 11.3962)
C (-2.8283, -1.0172, -3.0605)
Cl (-3.4417, -2.5930, -3.5739)
Cl (-3.8878, -0.3480, -1.8179)
Cl (-1.1931, -1.2125, -2.4057)
Cl (-2.7791, 0.0827, -4.4431)
C (-3.4715, 8.5586, -4.2426)
Cl (-2.0007, 8.4154, -5.2231)
Cl (-3.8061, 10.2688, -3.9311)
Cl (-4.8302, 7.8424, -5.1202)
Cl (-3.2438, 7.7134, -2.7079)
C (-7.2791, -3.4203, -0.1574)
Cl (-5.8354, -3.6303, -1.1565)
Cl (-7.5299, -1.6966, 0.1554)
Cl (-8.6854, -4.0775, -1.0051)
Cl (-7.0632, -4.2727, 1.3777)
C (-1.9415, -10.9538, -3.4007)
Cl (-0.3303, -11.6560, -3.5977)
Cl (-3.1474, -12.2469, -3.3625)
Cl (-2.0010, -10.0396, -1.8888)
Cl (-2.2970, -9.8589, -4.7581)
C (6.1625, 5.4933, -2.3296)
Cl (7.5622, 6.5497, -2.0995)
Cl (4.7738, 6.1554, -1.4600)
Cl (5.7821, 5.3834, -4.0538)
Cl (6.5369, 3.8775, -1.7055)
C (-8.7083, 6.8147, -6.0753)
Cl (-9.8832, 7.4123, -7.2544)
Cl (-9.3183, 5.3273, -5.3372)
Cl (-7.1716, 6.4797, -6.8908)
Cl (-8.4567, 8.0357, -4.8216)
C (3.9743, -4.6106, 7.0058)
Cl (5.6756, -5.0742, 7.1282)
Cl (3.1737, -4.8742, 8.5510)
Cl (3.8556, -2.9024, 6.5646)
Cl (3.1832, -5.6069, 5.7592)
C (-6.6577, 10.3050, -8.5691)
Cl (-6.1699, 11.6035, -9.6700)
Cl (-8.0281, 10.8465, -7.5907)
Cl (-7.1299, 8.8873, -9.5144)
Cl (-5.3026, 9.8936, -7.5062)
C (1.2405, -11.4934, -7.3092)
Cl (2.6665, -10.4504, -7.1940)
Cl (-0.0884, -10.7812, -6.3854)
Cl (0.7661, -11.6574, -9.0066)
Cl (1.6244, -13.0908, -6.6478)
C (1.0886, 7.8370, -7.6784)
Cl (-0.0004, 9.2148, -7.8896)
Cl (0.9857, 6.7833, -9.0963)
Cl (2.7476, 8.4211, -7.4964)
Cl (0.6252, 6.9245, -6.2312)

E_LUMO	-1.3	eV